{
  "formula": "C11H18N3O",
  "method": "wB97M-V/def2-TZVPD",
  "symbols": ["C", "C", "C", "C", "O", "N", "N", "C", "N", "C", "C", "C", "C", "C", "C", "H", "H", "H", "H", "H", "H", "H", "H", "H", "H", "H", "H", "H", "H", "H", "H", "H", "H"],
  "positions_angstrom": [[-3.040, 1.248, 1.543], [-1.467, 1.278, 1.219], [-0.997, 0.626, 0.133], [-1.819, 0.256, -1.050], [-2.399, 0.881, -1.915], [-1.984, -1.200, -1.046], [-1.240, -1.930, -0.150], [-1.474, -3.201, 0.191], [-0.618, -3.875, 0.969], [0.503, 0.635, -0.104], [1.397, 0.359, 0.856], [2.903, 0.415, 0.632], [3.205, 0.900, -0.797], [2.259, 1.892, -1.302], [0.843, 1.276, -1.415], [-3.257, 1.170, 2.575], [-3.678, 0.659, 0.888], [-3.279, 2.347, 1.299], [-0.876, 1.962, 1.845], [-2.179, -1.632, -1.939], [-0.682, -1.248, 0.440], [-2.313, -3.808, -0.266], [-0.834, -4.891, 1.106], [0.048, -3.254, 1.432], [1.210, -0.223, 1.756], [3.293, 1.177, 1.302], [3.360, -0.517, 0.946], [4.265, 1.221, -0.842], [3.130, 0.060, -1.446], [2.622, 2.172, -2.374], [2.241, 2.766, -0.729], [0.741, 0.398, -2.122], [0.118, 2.079, -1.634]],
  "nbo_charge": [-0.67, -0.03, -0.31, 0.69, -0.49, -0.48, -0.37, 0.35, -0.74, -0.03, -0.17, -0.44, -0.40, -0.39, -0.45, 0.24, 0.23, 0.24, 0.24, 0.42, 0.46, 0.24, 0.46, 0.43, 0.20, 0.22, 0.22, 0.23, 0.20, 0.22, 0.21, 0.22, 0.24],
  "energy_ev": -18207.45443,
  "homo_lumo_gap_ev": 8.60,
  "smiles": "C/C=C(\\C(=O)NNC=[NH2+])C1=CCCCC1",
  "charge": 1,
  "de_lowest_kj_mol": 155.8,
  "lumo_energy_ev": -3.66
}

---

{
  "formula": "C11H18N3O3S",
  "method": "wB97M-V/def2-TZVPD",
  "symbols": ["C", "N", "C", "O", "C", "C", "S", "N", "C", "O", "C", "C", "C", "C", "N", "C", "C", "O", "H", "H", "H", "H", "H", "H", "H", "H", "H", "H", "H", "H", "H", "H", "H", "H", "H", "H"],
  "positions_angstrom": [[2.539, 3.272, 1.603], [1.631, 3.110, 0.424], [0.855, 2.070, 0.252], [0.891, 1.158, 1.011], [-0.181, 2.004, -0.832], [-1.420, 2.777, -0.415], [-1.013, 4.524, -0.721], [-0.557, 0.640, -1.198], [0.327, -0.210, -1.732], [1.249, 0.054, -2.460], [0.035, -1.696, -1.406], [1.227, -2.620, -1.181], [1.504, -2.289, 0.306], [0.043, -2.222, 0.911], [-0.815, -1.799, -0.200], [-2.130, -2.011, -0.121], [-2.864, -2.441, 1.237], [-2.787, -2.059, -1.178], [3.641, 3.191, 1.473], [2.344, 2.454, 2.246], [2.279, 4.253, 2.162], [1.357, 3.922, -0.105], [0.331, 2.522, -1.741], [-2.140, 2.593, -1.198], [-1.810, 2.614, 0.488], [-1.518, 0.504, -0.939], [-0.636, -2.129, -2.196], [2.015, -2.195, -1.766], [0.863, -3.624, -1.381], [2.144, -3.037, 0.784], [2.061, -1.268, 0.376], [-0.115, -1.586, 1.784], [-0.339, -3.075, 1.304], [-3.074, -1.415, 1.656], [-2.159, -3.036, 1.797], [-3.777, -2.950, 0.956]],
  "nbo_charge": [-0.43, -0.62, 0.67, -0.70, -0.14, -0.53, -0.71, -0.62, 0.70, -0.62, -0.13, -0.42, -0.42, -0.22, -0.42, 0.69, -0.70, -0.68, 0.18, 0.22, 0.20, 0.43, 0.23, 0.20, 0.19, 0.42, 0.25, 0.25, 0.21, 0.21, 0.25, 0.21, 0.17, 0.24, 0.21, 0.24],
  "energy_ev": -33147.80748,
  "homo_lumo_gap_ev": 5.87,
  "smiles": "CNC(=O)[C@H](C[S-])NC(=O)[C@H]1CCCN1C(C)=O",
  "charge": -1,
  "de_lowest_kj_mol": 206.7,
  "lumo_energy_ev": 2.84
}

---

{
  "formula": "C11H18NO3",
  "method": "wB97M-V/def2-TZVPD",
  "symbols": ["C", "C", "C", "C", "C", "C", "C", "C", "C", "C", "C", "N", "O", "O", "O", "H", "H", "H", "H", "H", "H", "H", "H", "H", "H", "H", "H", "H", "H", "H", "H", "H", "H"],
  "positions_angstrom": [[-1.999, -0.036, -1.020], [-0.391, 0.892, 0.685], [-2.949, 0.812, -0.527], [-1.254, 1.942, 0.894], [-0.639, -0.024, -0.373], [-2.603, 1.801, 0.418], [4.903, 0.480, 1.249], [-1.862, -3.993, -1.079], [0.497, -0.260, -1.388], [4.470, 1.047, -0.044], [-2.258, -3.033, 0.161], [-3.629, 2.549, 0.868], [3.250, 1.889, 0.141], [-2.375, -1.811, 0.238], [0.094, -1.169, -0.455], [-2.321, -0.800, -1.753], [0.625, 1.040, 1.111], [-3.990, 0.690, -0.761], [-1.013, 2.813, 1.482], [5.874, 0.067, 1.303], [4.797, 1.187, 2.033], [4.196, -0.392, 1.515], [-2.690, -3.715, -1.781], [-0.902, -3.640, -1.488], [-1.950, -5.045, -0.821], [1.438, 0.355, -1.121], [0.025, -0.395, -2.347], [4.284, 0.231, -0.671], [5.307, 1.698, -0.532], [3.416, 2.650, 0.664], [-2.316, -3.554, 1.099], [-4.532, 2.825, 0.468], [-3.502, 2.898, 1.833]],
  "nbo_charge": [0.05, -0.05, -0.34, -0.29, 0.09, 0.35, -0.63, -0.72, -0.01, -0.06, 0.50, -0.74, -0.77, -0.57, -0.43, 0.25, 0.27, 0.24, 0.24, 0.23, 0.21, 0.20, 0.24, 0.25, 0.25, 0.25, 0.21, 0.18, 0.17, 0.47, 0.13, 0.44, 0.41],
  "energy_ev": -19320.82797,
  "homo_lumo_gap_ev": 8.32,
  "charge": 1,
  "de_lowest_kj_mol": 489.2,
  "lumo_energy_ev": -4.43
}

---

{
  "formula": "C11H18O",
  "method": "wB97M-V/def2-TZVPD",
  "symbols": ["C", "C", "C", "C", "C", "C", "O", "C", "C", "H", "H", "H", "H", "H", "H", "H", "H", "H", "H", "C", "C", "C", "H", "H", "H", "H", "H", "H", "H", "H"],
  "positions_angstrom": [[-2.253, 0.817, -2.499], [-1.261, -0.331, -2.483], [-0.046, -0.139, -1.598], [0.577, 1.060, -1.335], [1.738, 1.116, -0.625], [2.301, -0.047, -0.184], [3.524, 0.002, 0.543], [1.741, -1.269, -0.410], [0.527, -1.260, -0.974], [-1.921, 1.906, -2.681], [-2.891, 0.753, -1.665], [-2.916, 1.039, -3.437], [-1.912, -1.208, -2.274], [-0.800, -0.624, -3.483], [0.097, 2.019, -1.635], [2.209, 2.135, -0.739], [3.647, 0.775, 0.935], [2.190, -2.232, -0.118], [-0.103, -2.144, -1.027], [-1.176, 1.056, 3.224], [-1.382, -0.415, 2.995], [-2.722, -0.911, 2.245], [-1.413, 1.621, 2.350], [-1.600, 1.474, 4.205], [-0.054, 1.201, 3.294], [-1.274, -1.274, 3.758], [-0.665, -0.711, 2.177], [-3.530, -1.027, 2.874], [-2.560, -1.584, 1.584], [-2.959, -0.191, 1.405]],
  "nbo_charge": [-0.63, -0.43, -0.05, -0.18, -0.31, 0.29, -0.68, -0.26, -0.18, 0.21, 0.21, 0.22, 0.22, 0.22, 0.21, 0.23, 0.47, 0.23, 0.21, -0.62, -0.41, -0.59, 0.22, 0.21, 0.21, 0.21, 0.20, 0.20, 0.20, 0.18],
  "energy_ev": -13743.42268,
  "homo_lumo_gap_ev": 9.38,
  "smiles": "CCc1ccc(O)cc1.CCC",
  "de_lowest_kj_mol": 312.9,
  "lumo_energy_ev": 0.84
}

---

{
  "formula": "C11H18O4",
  "method": "wB97M-V/def2-TZVPD",
  "symbols": ["C", "C", "C", "C", "C", "C", "C", "C", "C", "C", "O", "O", "C", "O", "O", "H", "H", "H", "H", "H", "H", "H", "H", "H", "H", "H", "H", "H", "H", "H", "H", "H", "H"],
  "positions_angstrom": [[-5.156, -1.475, -0.610], [-4.674, -0.208, 0.085], [-3.148, -0.133, 0.129], [-2.667, 1.148, 0.807], [-1.159, 1.202, 1.046], [-0.322, 1.323, -0.228], [0.000, -0.005, -0.938], [1.479, 0.114, -1.298], [2.309, -1.165, -1.122], [2.283, -1.628, 0.331], [1.502, -2.445, 0.735], [3.176, -1.061, 1.140], [1.966, 1.222, -0.369], [3.119, 1.455, -0.110], [0.947, 1.889, 0.138], [-4.787, -2.357, -0.092], [-4.799, -1.508, -1.637], [-6.242, -1.514, -0.623], [-5.066, -0.182, 1.104], [-5.063, 0.667, -0.441], [-2.763, -0.997, 0.673], [-2.765, -0.181, -0.891], [-3.161, 1.232, 1.777], [-2.970, 2.012, 0.211], [-0.838, 0.320, 1.605], [-0.933, 2.080, 1.654], [-0.796, 2.038, -0.914], [-0.625, -0.152, -1.816], [-0.153, -0.844, -0.258], [1.609, 0.475, -2.325], [3.338, -0.968, -1.431], [1.889, -1.957, -1.743], [3.640, -0.304, 0.740]],
  "nbo_charge": [-0.60, -0.39, -0.40, -0.39, -0.41, 0.10, -0.45, -0.32, -0.51, 0.78, -0.58, -0.68, 0.81, -0.61, -0.47, 0.20, 0.20, 0.21, 0.20, 0.19, 0.20, 0.19, 0.21, 0.20, 0.21, 0.23, 0.18, 0.23, 0.24, 0.24, 0.23, 0.24, 0.51],
  "energy_ev": -19890.26743,
  "homo_lumo_gap_ev": 10.96,
  "smiles": "CCCCC[C@@H]1C[C@H](CC(=O)O)C(=O)O1",
  "de_lowest_kj_mol": 36.2,
  "lumo_energy_ev": 0.59
}

---

{
  "formula": "C11H18P2",
  "method": "wB97M-V/def2-TZVPD",
  "symbols": ["C", "C", "C", "C", "C", "C", "C", "C", "C", "C", "C", "P", "P", "H", "H", "H", "H", "H", "H", "H", "H", "H", "H", "H", "H", "H", "H", "H", "H", "H", "H"],
  "positions_angstrom": [[-0.652, -3.169, -0.392], [0.752, -3.096, -0.379], [-1.393, -1.944, -0.205], [1.489, -1.927, -0.329], [-0.633, -0.809, -0.116], [0.786, -0.751, -0.338], [-0.372, 2.041, 0.135], [-2.584, 0.473, 1.530], [-2.731, 0.923, -1.258], [2.586, 0.949, 1.590], [2.774, 1.167, -1.367], [-1.572, 0.751, 0.107], [1.665, 0.806, 0.034], [-1.054, -4.151, -0.404], [1.440, -3.947, -0.509], [-2.512, -1.902, -0.003], [2.510, -2.066, -0.312], [-0.343, 2.634, -0.777], [-0.381, 2.527, 1.190], [-3.202, -0.395, 1.330], [-3.217, 1.329, 1.722], [-1.891, 0.347, 2.373], [-2.488, 1.632, -1.982], [-3.551, 1.529, -0.893], [-2.901, -0.031, -1.655], [2.130, 1.526, 2.312], [3.474, 1.446, 1.253], [2.765, 0.048, 2.132], [3.633, 0.556, -1.250], [3.066, 2.294, -1.144], [2.407, 1.211, -2.395]],
  "nbo_charge": [-0.12, -0.16, -0.17, -0.16, -0.35, -0.38, -0.87, -0.96, -0.96, -0.96, -0.97, 1.55, 1.46, 0.26, 0.26, 0.25, 0.24, 0.29, 0.30, 0.29, 0.29, 0.27, 0.28, 0.29, 0.28, 0.29, 0.28, 0.30, 0.29, 0.29, 0.31],
  "energy_ev": -30258.88141,
  "homo_lumo_gap_ev": 8.74,
  "charge": 2,
  "de_lowest_kj_mol": 248.8,
  "lumo_energy_ev": -8.18
}

---

{
  "formula": "C11H19AlClIN3O3P",
  "method": "wB97M-V/def2-TZVPD",
  "symbols": ["C", "C", "H", "H", "H", "O", "I", "Al", "P", "C", "C", "H", "H", "H", "C", "H", "H", "H", "H", "H", "H", "C", "O", "Cl", "C", "N", "C", "C", "C", "N", "C", "O", "N", "H", "H", "H", "H", "H", "H", "H"],
  "positions_angstrom": [[-0.152, -0.314, -2.962], [-0.303, 0.703, -1.838], [-0.052, 0.222, -3.910], [-1.012, -0.988, -2.982], [0.714, -0.955, -2.781], [-0.298, 1.893, -2.105], [-0.822, -0.669, 2.908], [-0.517, 0.054, 0.129], [-2.877, -0.107, -0.050], [-3.735, 1.408, 0.499], [-3.526, -0.390, -1.737], [-2.975, -2.318, 0.901], [-4.618, -1.673, 0.562], [-3.676, -1.100, 1.982], [-3.620, -1.438, 0.945], [-3.134, -1.335, -2.120], [-4.620, -0.437, -1.721], [-4.819, 1.288, 0.411], [-3.413, 2.257, -0.110], [-3.204, 0.419, -2.396], [-3.464, 1.594, 1.543], [-0.617, 1.815, 0.707], [-0.681, 2.906, 1.080], [-0.399, -2.258, -0.530], [4.111, -2.185, 1.950], [3.494, -1.014, 1.303], [4.305, 0.015, 0.988], [3.788, 1.139, 0.399], [2.422, 1.234, 0.116], [1.552, 0.175, 0.415], [2.139, -0.951, 1.030], [1.457, -1.901, 1.362], [2.034, 2.479, -0.455], [3.381, -2.990, 2.174], [4.580, -1.879, 2.910], [4.892, -2.613, 1.286], [5.367, -0.027, 1.205], [4.464, 1.956, 0.174], [2.744, 3.203, -0.642], [1.089, 2.782, -0.639]],
  "nbo_charge": [-0.70, 0.37, 0.27, 0.29, 0.30, -0.33, 0.35, 1.04, 0.92, -0.96, -0.94, 0.28, 0.27, 0.25, -0.94, 0.27, 0.28, 0.28, 0.25, 0.25, 0.25, 0.49, -0.34, -0.52, -0.44, -0.38, 0.19, -0.38, 0.50, -0.75, 0.79, -0.58, -0.78, 0.27, 0.24, 0.24, 0.26, 0.26, 0.44, 0.41],
  "energy_ev": -58822.77421,
  "homo_lumo_gap_ev": [5.51, 5.74],
  "charge": 2,
  "de_lowest_kj_mol": 249.8,
  "lumo_energy_ev": [-9.90, -9.67]
}

---

{
  "formula": "C11H19BCl3NOPb",
  "method": "wB97M-V/def2-TZVPD",
  "symbols": ["C", "C", "C", "C", "C", "C", "C", "C", "C", "C", "Pb", "Cl", "Cl", "Cl", "H", "H", "H", "H", "H", "H", "H", "H", "H", "H", "H", "H", "H", "H", "H", "O", "H", "B", "C", "N", "H", "H", "H"],
  "positions_angstrom": [[-0.545, 0.856, -2.736], [-0.803, 2.037, -1.998], [-1.912, 1.792, -1.146], [-0.051, 3.304, -2.100], [-2.387, 0.481, -1.396], [-1.520, -0.123, -2.361], [-1.596, -1.511, -2.834], [0.535, 0.676, -3.718], [-2.454, 2.748, -0.166], [-3.575, -0.125, -0.775], [0.963, -1.636, 0.410], [2.496, 2.623, -0.287], [2.159, -1.796, -2.186], [-1.166, -0.564, 1.775], [1.016, 3.115, -2.311], [-0.048, 3.814, -1.124], [-0.466, 4.001, -2.857], [-1.633, 3.328, 0.304], [-2.993, 2.204, 0.625], [-3.146, 3.461, -0.647], [-3.484, -0.148, 0.328], [-3.712, -1.164, -1.109], [-4.503, 0.415, -1.033], [-2.260, -2.121, -2.192], [-0.579, -1.949, -2.821], [-1.973, -1.555, -3.877], [1.435, 1.193, -3.336], [0.274, 1.101, -4.709], [0.815, -0.388, -3.820], [0.250, -3.514, 0.121], [0.592, -3.642, -0.811], [3.250, -1.759, 5.337], [2.758, -1.859, 3.857], [2.345, -1.838, 2.764], [2.423, -2.291, 6.070], [3.296, -0.564, 5.568], [4.359, -2.257, 5.510]],
  "nbo_charge": [0.10, 0.24, 0.08, -0.73, 0.09, 0.09, -0.70, -0.71, -0.67, -0.69, 1.43, -0.94, -0.86, -0.82, 0.30, 0.26, 0.21, 0.26, 0.25, 0.22, 0.29, 0.22, 0.21, 0.24, 0.29, 0.22, 0.28, 0.22, 0.28, -1.24, 0.46, -0.58, 0.30, -0.59, -0.02, -0.01, -0.03],
  "energy_ev": -58745.57418,
  "homo_lumo_gap_ev": [3.96, 3.94],
  "charge": -2,
  "lumo_energy_ev": [1.82, 1.82]
}